Record 1
90
Properties=species:S:1:pos:R:3:lowdin_charge:R:1 method="wB97M-V/def2-TZVPD" energy_ha=-5519.1131 gap_ev=5.74 total_charge=-1 homo_energy_ev=-4.23
C 4.6407 0.5999 2.1695 -0.117
C 6.0464 -0.1178 1.7341 -0.537
Cl 7.6228 0.8928 1.9395 0.446
C 6.1137 -1.5041 1.1549 -0.459
Cl 7.8607 -2.0564 0.6876 0.506
N 4.8696 -2.3871 0.9152 -0.165
C 5.2918 -3.8105 1.1947 -0.137
C 5.8533 -3.9294 2.7664 -0.447
O 5.1397 -3.3502 3.7526 -0.176
O 7.0965 -4.6534 3.1292 -0.303
O 4.5626 -2.1558 -0.3652 -0.189
C 3.4246 -2.9215 -0.8599 -0.156
C 2.0185 -2.7587 -0.0431 -0.291
C 1.6836 -3.9830 1.0146 -0.114
C 1.8037 -1.3298 0.7267 -0.337
C 1.6812 -0.0785 -0.3268 -0.098
C 0.3280 -1.3964 1.5136 -0.124
H 4.8771 1.7666 2.2588 0.078
H 3.9116 0.5118 1.2378 0.065
H 4.1928 0.1694 3.1605 0.099
H 6.0839 -4.2425 0.4130 0.121
H 4.3952 -4.5983 1.1528 0.115
H 3.2057 -2.5162 -1.9629 0.136
H 3.6384 -4.0852 -1.0224 0.129
H 1.1538 -2.8178 -0.8650 0.145
H 2.1684 -4.9670 0.5620 0.078
H 0.5139 -4.1637 1.0625 0.081
H 2.1646 -3.7108 2.0479 0.095
H 2.5955 -1.1946 1.5758 0.116
H 2.5630 -0.1521 -1.1178 0.077
H 1.8015 0.9131 0.3226 0.094
H 0.6131 -0.0101 -0.8501 0.060
H 0.0069 -0.2928 1.7892 0.077
H -0.5235 -1.8365 0.8424 0.069
H 0.4178 -1.9667 2.5584 0.085
C -2.8112 2.7686 -1.2473 -0.160
C -3.8887 1.9604 -1.9652 -0.163
O -3.1853 0.9273 -2.6513 -0.215
S -1.8655 0.5189 -1.7843 0.648
O -2.1861 -0.6523 -0.9990 -0.244
O -0.7100 0.5956 -2.6475 -0.235
O -1.8576 1.8110 -0.7902 -0.178
H -2.3048 3.4509 -1.9376 0.139
H -3.2142 3.3373 -0.4050 0.101
H -4.4653 2.5666 -2.6679 0.140
H -4.5693 1.4875 -1.2493 0.134
C -3.3438 5.9175 2.6520 -0.158
C -4.1740 5.2928 3.7701 -0.182
O -5.3276 4.7587 3.1245 -0.196
S -4.9164 4.2704 1.6236 0.689
O -4.6667 2.8466 1.6649 -0.270
O -5.8214 4.8837 0.6795 -0.233
O -3.4797 5.0363 1.5383 -0.193
H -3.7432 6.8951 2.3635 0.131
H -2.2913 6.0227 2.9287 0.141
H -4.4611 6.0211 4.5323 0.142
H -3.6375 4.4636 4.2431 0.105
C -4.0367 -0.4990 4.4028 -0.163
C -3.9363 0.0826 5.8104 -0.173
O -3.8127 1.4907 5.6245 -0.188
S -4.6398 1.9231 4.2868 0.709
O -5.9391 2.4078 4.6967 -0.215
O -3.7556 2.6734 3.4255 -0.299
O -4.8281 0.4289 3.6626 -0.177
H -3.0511 -0.5592 3.9300 0.136
H -4.5032 -1.4878 4.3970 0.139
H -3.0795 -0.3101 6.3632 0.139
H -4.8529 -0.1037 6.3801 0.131
C 5.7832 1.4077 -3.8592 -0.170
C 4.9686 0.4497 -4.7243 -0.175
O 3.6486 0.4924 -4.1872 -0.196
S 3.3667 1.9848 -3.5924 0.679
O 2.6464 2.7406 -4.5929 -0.243
O 2.9137 1.8545 -2.2270 -0.242
O 4.9125 2.5026 -3.5793 -0.195
H 6.0604 0.9412 -2.9083 0.138
H 6.6851 1.7582 -4.3681 0.135
H 5.3617 -0.5695 -4.7008 0.138
H 4.9225 0.7978 -5.7616 0.129
C -3.5136 -1.7063 -4.8612 -0.174
C -4.3438 -2.3310 -3.7430 -0.174
O -5.4974 -2.8651 -4.3886 -0.196
S -5.0862 -3.3535 -5.8896 0.678
O -4.8365 -4.7772 -5.8482 -0.240
O -5.9912 -2.7401 -6.8336 -0.242
O -3.6495 -2.5875 -5.9748 -0.192
H -3.9130 -0.7287 -5.1496 0.132
H -2.4611 -1.6012 -4.5844 0.138
H -4.6309 -1.6028 -2.9808 0.129
H -3.8073 -3.1603 -3.2700 0.138

---

Record 2
56
Properties=species:S:1:pos:R:3:lowdin_charge:R:1 method="wB97M-V/def2-TZVPD" energy_ha=-970.0703 smiles="COC(C)(C)CCC[C@H](C)C/C=C/C(C)=C/C(=O)OC(C)C" gap_ev=9.06 de_lowest_kcal_mol=3.9 homo_energy_ev=-8.69
C -3.5657 6.6281 1.3543 -0.100
O -2.3591 5.9115 1.3899 -0.157
C -1.3215 6.3141 0.4956 -0.583
C -1.7656 6.2376 -0.9715 -0.029
C -0.8306 7.7357 0.8096 -0.031
C -0.1737 5.3255 0.7771 -0.143
C -0.5322 3.8677 0.4965 -0.196
C 0.5695 2.9292 0.9852 -0.189
C 0.3334 1.4605 0.6147 -0.380
C -0.8467 0.8724 1.3824 -0.061
C 1.6209 0.6534 0.8855 -0.178
C 1.4969 -0.7684 0.4522 -0.086
C 1.9607 -1.2264 -0.7114 -0.063
C 1.8708 -2.5884 -1.2175 -0.246
C 2.7687 -2.8778 -2.3773 -0.036
C 1.0292 -3.4971 -0.6858 0.044
C 0.8635 -4.8902 -1.0956 -0.470
O 1.4245 -5.4760 -1.9959 0.087
O -0.0530 -5.4803 -0.3039 0.002
C -0.3523 -6.8581 -0.5562 -0.414
C 0.6770 -7.7483 0.1344 -0.035
C -1.7638 -7.1116 -0.0457 -0.040
H -4.2056 6.1576 2.1000 0.092
H -4.0570 6.5656 0.3776 0.086
H -3.4318 7.6819 1.6209 0.085
H -0.8934 6.2685 -1.6185 0.090
H -2.3077 5.3135 -1.1538 0.087
H -2.4092 7.0762 -1.2281 0.079
H 0.0637 7.9508 0.2314 0.086
H -1.5843 8.4779 0.5573 0.074
H -0.5944 7.8215 1.8676 0.091
H 0.6962 5.6149 0.1848 0.123
H 0.0861 5.4215 1.8328 0.126
H -1.4712 3.6483 1.0026 0.109
H -0.6741 3.7190 -0.5753 0.116
H 0.6638 3.0141 2.0700 0.124
H 1.5169 3.2539 0.5463 0.116
H 0.1192 1.3996 -0.4583 0.141
H -1.7447 1.4596 1.2126 0.071
H -1.0459 -0.1459 1.0582 0.071
H -0.6388 0.8645 2.4505 0.087
H 1.8379 0.6955 1.9552 0.122
H 2.4447 1.1278 0.3478 0.114
H 0.9908 -1.4322 1.1378 0.108
H 2.4951 -0.5392 -1.3569 0.116
H 2.7150 -3.9217 -2.6640 0.064
H 3.7964 -2.6220 -2.1212 0.090
H 2.4753 -2.2606 -3.2264 0.093
H 0.3833 -3.2241 0.1352 0.110
H -0.3001 -7.0206 -1.6415 0.143
H 1.6685 -7.5413 -0.2608 0.078
H 0.6758 -7.5572 1.2054 0.085
H 0.4397 -8.7935 -0.0425 0.082
H -2.4670 -6.4433 -0.5360 0.080
H -1.8063 -6.9348 1.0260 0.082
H -2.0506 -8.1393 -0.2493 0.081

---

Record 3
15
Properties=species:S:1:pos:R:3:lowdin_charge:R:1 method="wB97M-V/def2-TZVPD" energy_ha=-345.3905 gap_ev=5.54 total_charge=-1 de_lowest_kcal_mol=27.1 homo_energy_ev=-2.25
C 1.1209 0.3258 0.4003 -0.235
C -0.0220 1.0691 -0.2453 -0.323
O -0.0105 1.1742 -1.6626 -0.100
C 1.0016 0.1366 1.9343 -0.591
O 1.9817 -0.5810 2.4834 -0.372
H 1.2516 -0.6682 -0.0437 0.101
H 2.0903 0.7752 0.1447 0.097
H -0.2175 2.0429 0.2156 0.107
H -0.8885 0.4594 0.0242 0.099
H 0.7589 1.6782 -1.9411 0.067
H -0.0195 -0.3258 2.0612 0.078
H 0.9735 1.1726 2.3403 0.074
H -2.8380 -2.2601 -1.1491 0.030
H -2.3688 -2.2241 -2.6042 0.029
O -2.8138 -2.7750 -1.9580 -0.061

---

Record 4
9
Properties=species:S:1:pos:R:3:lowdin_charge:R:1 method="wB97M-V/def2-TZVPD" energy_ha=-912.9420 gap_ev=8.79 de_lowest_kcal_mol=74.3 homo_energy_ev=-8.38
S 2.6100 0.0697 -0.2587 0.572
C 0.8471 0.8475 -0.0738 -0.468
C -0.3448 0.1895 -0.1249 -0.753
C -1.0736 -1.0402 -0.0865 -0.285
S -1.9804 0.5894 -0.2629 0.865
H 1.8179 0.3349 0.8650 -0.125
H 0.7888 1.8581 0.0727 0.037
H -1.2913 -1.5037 -1.0498 0.077
H -1.3738 -1.3452 0.9191 0.080

---

Record 5
9
Properties=species:S:1:pos:R:3:lowdin_charge:R:1 method="wB97M-V/def2-TZVPD" energy_ha=-549.8825 gap_ev=8.01 de_lowest_kcal_mol=36.5 homo_energy_ev=-8.75
C 0.6148 -0.5050 0.9328 -0.484
C 1.3680 -0.0952 -0.1637 -0.114
N -0.1289 -0.7808 1.7728 0.095
O -1.7224 -0.1742 -1.0481 -0.427
P -0.8601 1.1577 -0.8092 0.893
H 2.1283 0.6461 0.0043 0.043
H 1.5315 -0.8330 -0.9308 0.049
H -1.7910 -0.7926 -0.3127 0.041
H -1.1401 1.3770 0.5545 -0.097